Computed, not measured: a structure of composition C30H89O19SSr at a distorted geometry, with ωB97M-V with the def2-TZVPD basis set.

Results
- orbital gap (eV) = 6.09
- HOMO (Eh) = -0.1611
- DFT total energy (a.u.) = -3054.9616

ORCA input file:
```
! wB97M-V def2-TZVPD RIJCOSX def2/J DEFGRID3
* xyz -1 1
Sr -0.426 -0.111 -0.180
S -3.746 0.897 0.994
O -4.071 1.887 1.986
O -2.404 0.885 0.583
O -4.005 -0.256 1.883
O -4.637 0.870 -0.112
C 2.063 -0.883 3.888
C 1.941 -1.282 2.446
O 1.560 -0.283 1.527
H 1.216 -0.328 4.294
H 2.919 -0.213 3.975
H 2.241 -1.760 4.510
H 1.224 -2.102 2.465
H 2.930 -1.656 2.179
C -0.749 1.908 -4.561
C -0.767 2.326 -3.065
O -1.357 1.308 -2.318
H -0.177 0.989 -4.692
H -0.292 2.644 -5.223
H -1.745 1.660 -4.929
H -1.397 3.213 -2.991
H 0.232 2.572 -2.706
H -2.272 1.212 -2.593
C -1.076 2.703 3.728
C -1.523 1.237 4.073
O -2.771 1.257 4.737
H -0.052 2.779 3.362
H -1.202 3.227 4.675
H -1.797 3.168 3.056
H -0.844 0.777 4.791
H -1.513 0.556 3.222
H -2.526 1.301 5.664
C -1.070 -4.027 1.254
C -2.362 -3.152 1.276
O -1.924 -1.786 1.203
H -1.376 -5.064 1.391
H -0.525 -3.945 2.194
H -0.413 -3.889 0.395
H -2.984 -3.209 2.169
H -2.997 -3.508 0.466
H -2.710 -1.263 1.381
C -0.840 -5.970 -1.812
C -0.030 -5.463 -2.960
O 0.458 -4.184 -2.740
H -0.914 -7.047 -1.958
H -1.836 -5.546 -1.942
H -0.414 -5.724 -0.839
H -0.599 -5.367 -3.884
H 0.826 -6.125 -3.089
H 0.778 -3.900 -3.600
C -1.225 -2.351 5.131
C -2.043 -3.485 5.771
O -3.173 -3.941 5.014
H -0.912 -2.491 4.096
H -0.398 -2.074 5.784
H -1.795 -1.423 5.172
H -2.322 -3.302 6.808
H -1.375 -4.340 5.878
H -3.904 -3.322 5.086
C -2.585 -2.030 -3.611
C -2.453 -2.095 -2.070
O -1.071 -2.030 -1.699
H -2.086 -2.903 -4.030
H -2.113 -1.161 -4.070
H -3.627 -2.031 -3.929
H -2.859 -3.053 -1.744
H -3.000 -1.254 -1.644
H -0.641 -2.776 -2.123
C 2.797 4.196 3.771
C 2.924 2.706 3.524
O 2.467 2.461 2.234
H 3.302 4.442 4.705
H 1.758 4.478 3.941
H 3.149 4.780 2.920
H 2.312 2.125 4.214
H 3.969 2.418 3.638
H 2.116 1.567 2.247
C -4.552 2.788 -4.436
C -5.070 2.087 -3.228
O -3.999 1.451 -2.539
H -3.789 3.542 -4.240
H -5.340 3.347 -4.941
H -4.056 2.067 -5.085
H -5.897 1.423 -3.481
H -5.474 2.819 -2.529
H -4.309 1.227 -1.658
C 3.119 2.614 -4.291
C 3.577 2.470 -2.804
O 4.441 1.313 -2.615
H 3.966 2.782 -4.955
H 2.299 3.309 -4.473
H 2.751 1.658 -4.662
H 2.796 2.335 -2.056
H 4.174 3.321 -2.476
H 4.579 1.165 -1.677
C 6.286 0.153 -0.091
C 4.946 -0.185 0.638
O 3.873 0.296 -0.211
H 6.392 -0.363 -1.045
H 7.139 -0.201 0.489
H 6.388 1.222 -0.280
H 4.921 0.280 1.623
H 4.848 -1.256 0.818
H 3.074 0.244 0.319
C 2.548 -4.399 0.488
C 3.796 -4.664 1.264
O 4.156 -6.000 1.036
H 1.734 -5.053 0.801
H 2.587 -4.522 -0.595
H 2.203 -3.372 0.607
H 3.582 -4.585 2.330
H 4.627 -3.980 1.095
H 4.240 -6.127 0.088
C 0.685 4.754 -0.175
C -0.148 3.499 0.199
O 0.573 2.303 0.023
H 0.125 5.689 -0.165
H 1.048 4.682 -1.201
H 1.517 4.888 0.517
H -1.061 3.412 -0.391
H -0.514 3.668 1.211
H 1.277 2.376 0.671
C 2.655 -1.919 -2.564
C 1.627 -0.871 -2.939
O 1.536 -0.079 -1.782
H 3.662 -1.538 -2.398
H 2.685 -2.589 -3.424
H 2.375 -2.543 -1.715
H 0.706 -1.330 -3.298
H 2.000 -0.306 -3.793
H 2.422 0.089 -1.452
C -3.493 5.520 -0.956
C -3.867 4.180 -0.289
O -3.505 4.243 1.130
H -3.942 6.375 -0.450
H -3.840 5.601 -1.987
H -2.413 5.667 -0.963
H -3.309 3.350 -0.722
H -4.900 3.849 -0.391
H -3.712 3.376 1.487
*
```

***

Computed, not measured: a cluster of 2 separate species, C4H8N2O2 in total at a distorted geometry, with ωB97M-V with the def2-TZVPD basis set.

Results
- orbital gap (eV) = 7.85
- relative energy (zero: lowest compared OMol25 entry of this formula, charge and spin) (kJ/mol) = 833.4
- HOMO (Eh) = -0.3059
- DFT total energy (a.u.) = -416.9385

ORCA input file:
```
! wB97M-V def2-TZVPD RIJCOSX def2/J DEFGRID3
* xyz 0 1
C -0.677 -1.483 0.338
C -1.446 -0.180 0.619
C -0.446 0.971 0.682
C 1.080 0.801 0.770
H 0.072 -1.111 -2.702
H 0.136 0.134 -1.594
H -0.556 -2.153 1.142
H -2.274 -0.042 -0.081
H -0.835 1.920 0.034
H 1.727 1.375 1.681
H 1.251 -0.158 1.039
H 2.359 0.404 -0.707
N -0.288 -0.824 -1.823
N -0.336 -1.724 -0.939
O -1.348 0.588 1.901
O 1.581 1.482 -0.358
*
```

***

Computed, not measured: a structure of composition C17H22IrN3OS3, with ωB97M-V with the def2-TZVPD basis set.

Results
- ⟨S²⟩ = 6.023
- orbital gap (alpha / beta) (eV) = 8.22 / 4.90
- relative energy (zero: lowest compared OMol25 entry of this formula, charge and spin) (kJ/mol) = 52.8
- HOMO (alpha / beta) (Eh) = -0.5079 / -0.5121
- DFT total energy (a.u.) = -2198.7145

ORCA input file:
```
! wB97M-V def2-TZVPD RIJCOSX def2/J DEFGRID3
* xyz 2 5
Ir -0.685 -0.023 -1.374
N -0.961 -1.897 -2.573
C -0.171 -1.761 -3.827
C 1.217 -1.239 -3.505
N 1.171 0.018 -2.727
C 1.159 1.283 -3.491
C -0.250 1.727 -3.835
N -1.071 1.814 -2.596
H -1.923 -2.142 -2.782
H -0.593 -2.666 -2.016
H -0.083 -2.716 -4.346
H -0.710 -1.082 -4.483
H 1.736 -1.978 -2.891
H 1.788 -1.120 -4.427
H 1.955 0.031 -2.087
H 1.625 2.043 -2.862
H 1.751 1.206 -4.406
H -0.207 2.688 -4.349
H -0.737 1.021 -4.503
H -0.772 2.613 -2.043
H -2.044 1.983 -2.826
O 0.389 -0.047 0.300
C 0.105 -0.129 1.669
C 0.915 -1.241 2.289
C 2.270 -1.266 2.437
C 2.747 -2.508 2.935
C 1.741 -3.397 3.143
S 0.223 -2.755 2.707
C 0.371 1.208 2.312
C 0.865 1.499 3.598
C 0.887 2.857 3.859
C 0.391 3.608 2.789
S -0.079 2.658 1.467
C -1.376 -0.191 2.026
C -2.482 -0.129 1.208
C -3.696 -0.163 1.916
C -3.504 -0.220 3.280
S -1.870 -0.245 3.694
H 2.910 -0.422 2.202
H 3.786 -2.722 3.147
H 1.810 -4.400 3.538
H 1.205 0.733 4.283
H 1.251 3.298 4.778
H 0.314 4.687 2.738
H -2.436 -0.084 0.127
H -4.675 -0.172 1.455
H -4.261 -0.260 4.051
*
```

***

Question: What is the formula in the first record?
Answer: C30H89O19SSr

***

Question: Which formula does entry 1 have?
Answer: C30H89O19SSr

***

Question: The lowest DFT total energy belongs to which entry?
Answer: C30H89O19SSr